1.
Computed, not measured: the molecule C3H4O3, with ωB97M-V/def2-TZVPD.

```
10
C3H4O3 | the Open Molecules 2025 dataset | ωB97M-V/def2-TZVPD
O 1.506 0.181 1.726
C 1.140 0.693 0.523
O 1.031 -0.392 -0.584
C -0.263 -0.080 -0.451
C -1.655 -0.578 -0.609
O -1.153 0.520 -1.388
H 2.454 -0.253 1.619
H 1.315 1.693 0.183
H -1.977 -1.446 -1.140
H -2.397 -0.338 0.121
```

Computed properties:
ΔE to the lowest compared entry with this formula, charge and spin: 5.530 eV
HOMO-LUMO gap: 9.42 eV
max |F|: 6.4 eV Å⁻¹
LUMO energy: 0.712 eV
HOMO level: -8.7 eV

2.
Computed, not measured: a structure of composition C3H4O3Pb, with ωB97M-V/def2-TZVPD.

```
11
C3H4O3Pb | the Open Molecules 2025 dataset | ωB97M-V/def2-TZVPD
C -1.708 -1.691 0.180
C -0.427 -1.755 -0.094
O 0.486 -0.734 -0.065
C 1.796 -1.007 -0.080
O 2.298 0.215 -0.102
Pb 0.634 1.617 -0.082
H -2.348 -2.558 0.026
H -2.134 -0.780 0.617
H 3.267 0.248 -0.110
O -0.458 3.181 -0.199
H -1.405 3.262 -0.091
```

Computed properties:
ΔE to the lowest compared entry with this formula, charge and spin: 5.860 eV
HOMO-LUMO gap (alpha / beta): 8.04 / 8.01 eV
max |F|: 4.9 eV Å⁻¹
2S+1: 2
LUMO energy (alpha / beta): -5.324 / -5.513 eV
HOMO level (alpha / beta): -13.4 / -13.5 eV
net charge: +1

3.
Computed, not measured: a structure of composition C3H4O3Rb, with ωB97M-V/def2-TZVPD.

```
11
C3H4O3Rb | the Open Molecules 2025 dataset | ωB97M-V/def2-TZVPD
O 0.046 0.035 -0.786
C 0.297 -0.127 0.476
O 1.343 -0.749 0.870
O -0.605 0.255 1.327
Rb -2.714 0.976 -0.552
C 4.473 0.048 1.851
C 5.405 0.431 0.964
H 3.903 0.788 2.420
H 4.472 -0.967 2.259
H 6.224 -0.238 0.686
H 5.472 1.471 0.632
```

Computed properties:
ΔE to the lowest compared entry with this formula, charge and spin: 0.335 eV
HOMO-LUMO gap: 2.90 eV
max |F|: 1.8 eV Å⁻¹
LUMO energy: 1.442 eV
HOMO level: -1.5 eV
net charge: -1

4.
Computed, not measured: a structure of composition C3H4O3Rh, with ωB97M-V/def2-TZVPD.

```
11
C3H4O3Rh | the Open Molecules 2025 dataset | ωB97M-V/def2-TZVPD
O -0.253 1.553 -0.658
C 0.671 0.711 -0.350
O 0.807 -0.150 -1.300
O 0.858 0.377 0.901
C -0.585 -0.724 1.458
C -1.636 -0.035 1.890
H 0.079 -1.502 1.826
H -1.508 0.853 2.510
H -2.622 0.025 1.429
Rh -1.139 0.075 -1.614
H -1.301 -1.312 -0.205
```

Computed properties:
ΔE to the lowest compared entry with this formula, charge and spin: 5.219 eV
HOMO-LUMO gap (alpha / beta): 7.50 / 7.18 eV
max |F|: 3.8 eV Å⁻¹
2S+1: 5
LUMO energy (alpha / beta): -6.769 / -8.066 eV
HOMO level (alpha / beta): -14.3 / -15.2 eV
net charge: +1

5.
Computed, not measured: a structure of composition C3H4O3Rh, with ωB97M-V/def2-TZVPD.

```
11
C3H4O3Rh | the Open Molecules 2025 dataset | ωB97M-V/def2-TZVPD
O 0.811 1.573 1.257
Rh -2.586 2.273 2.731
O -1.356 1.672 1.519
C -0.386 1.231 0.970
O -0.485 0.168 0.106
C 0.532 -0.245 -0.581
C 0.483 -1.546 -1.175
H 1.315 0.475 -0.866
H 0.638 -1.446 -2.260
H 1.427 -2.027 -0.824
H -0.393 -2.129 -0.877
```

Computed properties:
HOMO-LUMO gap (alpha / beta): 10.73 / 3.93 eV
max |F|: 6.5 eV Å⁻¹
2S+1: 6
LUMO energy (alpha / beta): -21.346 / -27.147 eV
HOMO level (alpha / beta): -32.1 / -31.1 eV
net charge: +4

6.
Computed, not measured: a cluster of 2 separate species, C3H4O3S in total, with ωB97M-V/def2-TZVPD.

```
11
C3H4O3S | the Open Molecules 2025 dataset | ωB97M-V/def2-TZVPD
C -0.039 0.069 0.184
C 1.408 0.228 -0.127
O 1.910 0.104 -1.493
C 1.874 1.301 -0.931
O 2.255 2.357 -1.292
H -0.559 -0.892 -0.105
H -0.662 0.859 -0.106
H -0.130 0.211 1.167
H 2.042 -0.334 0.548
O 3.853 0.619 2.370
S 4.140 2.051 2.302
```

Computed properties:
ΔE to the lowest compared entry with this formula, charge and spin: 4.639 eV
HOMO-LUMO gap (alpha / beta): 7.78 / 7.82 eV
max |F|: 4.4 eV Å⁻¹
LUMO energy (alpha / beta): -1.675 / -1.655 eV
HOMO level (alpha / beta): -9.5 / -9.5 eV

7.
Computed, not measured: a structure of composition C3H4O3Sc, with ωB97M-V/def2-TZVPD.

```
11
C3H4O3Sc | the Open Molecules 2025 dataset | ωB97M-V/def2-TZVPD
H -2.153 2.621 2.380
O -0.159 -1.042 -1.480
O -2.071 1.009 1.174
C -1.677 2.115 1.525
C 2.128 -0.196 -0.813
O 1.999 -1.583 -0.507
C 0.780 -0.767 -0.507
H -0.963 2.678 0.898
H 2.773 0.362 -0.122
H 2.304 0.055 -1.869
Sc -1.231 -0.634 0.200
```

Computed properties:
ΔE to the lowest compared entry with this formula, charge and spin: 1.059 eV
HOMO-LUMO gap (alpha / beta): 6.60 / 6.60 eV
max |F|: 3.9 eV Å⁻¹
LUMO energy (alpha / beta): -5.927 / -5.927 eV
HOMO level (alpha / beta): -12.5 / -12.5 eV
net charge: +1

8.
Computed, not measured: a structure of composition C3H4O3Sc, with ωB97M-V/def2-TZVPD.

```
11
C3H4O3Sc | the Open Molecules 2025 dataset | ωB97M-V/def2-TZVPD
C 1.186 1.823 0.881
O 0.479 -0.120 -0.718
C -0.301 0.136 0.248
C 2.115 1.221 -0.092
O 0.008 1.231 1.022
O -1.124 -0.685 0.655
H 1.571 2.175 1.844
H 2.520 0.298 0.347
H 1.628 2.314 -0.578
Sc -0.861 -1.875 -1.110
H 3.088 1.741 -0.114
```

Computed properties:
ΔE to the lowest compared entry with this formula, charge and spin: 3.494 eV
HOMO-LUMO gap (alpha / beta): 5.50 / 5.50 eV
max |F|: 6.5 eV Å⁻¹
LUMO energy (alpha / beta): -17.831 / -17.831 eV
HOMO level (alpha / beta): -23.3 / -23.3 eV
net charge: +3

9.
Computed, not measured: a structure of composition C3H4O3Tl, with ωB97M-V/def2-TZVPD.

```
11
C3H4O3Tl | the Open Molecules 2025 dataset | ωB97M-V/def2-TZVPD
O 0.692 -0.879 -0.467
C 0.084 0.343 -0.601
O -0.625 0.414 -1.699
Tl -1.632 2.063 -1.364
O -0.250 2.666 -0.136
C 0.514 1.586 0.144
H 0.781 1.456 1.205
C 0.204 -1.736 0.534
H -0.770 -1.391 0.917
H 0.908 -1.792 1.381
H 0.095 -2.731 0.087
```

Computed properties:
ΔE to the lowest compared entry with this formula, charge and spin: 3.124 eV
HOMO-LUMO gap (alpha / beta): 8.40 / 6.51 eV
max |F|: 10.8 eV Å⁻¹
2S+1: 2
LUMO energy (alpha / beta): 0.310 / -1.638 eV
HOMO level (alpha / beta): -8.1 / -8.1 eV

10.
Computed, not measured: the molecule C3H4O4, with ωB97M-V/def2-TZVPD.

```
11
C3H4O4 | the Open Molecules 2025 dataset | ωB97M-V/def2-TZVPD
O -1.575 -1.095 -0.174
C -0.921 0.080 0.018
O -1.576 1.152 -0.411
O -0.243 0.226 1.322
C 0.552 0.091 0.114
C 1.862 -0.420 -0.280
O 1.497 0.876 -0.268
H -2.497 -1.165 0.135
H -1.334 1.938 0.145
H 2.478 -0.789 0.629
H 1.758 -0.894 -1.230
```

Computed properties:
ΔE to the lowest compared entry with this formula, charge and spin: 3.650 eV
HOMO-LUMO gap: 10.59 eV
max |F|: 6.5 eV Å⁻¹
LUMO energy: 0.689 eV
HOMO level: -9.9 eV